Arrangement w

15
Properties=species:S:1:pos:R:3 method="wB97M-V/def2-TZVPD" lumo_ev=0.643 charge=0 mol_weight_g_mol=110.2 e_homo_ev=-9.18 smiles=CCS.CS
C -1.807 -1.787 -0.043
S -1.868 -3.601 -0.201
H -0.989 -1.362 -0.624
H -1.723 -1.533 1.006
H -2.751 -1.362 -0.386
H -0.912 -3.704 -1.132
C 1.125 2.038 1.079
C 1.433 1.038 -0.019
S 0.976 1.689 -1.694
H 1.261 1.619 2.076
H 1.717 2.943 0.944
H 0.083 2.350 0.959
H 0.938 0.081 0.115
H 2.483 0.779 -0.131
H 0.033 0.812 -1.948

Arrangement x

15
Properties=species:S:1:pos:R:3 method="wB97M-V/def2-TZVPD" lumo_ev=0.846 charge=0 mol_weight_g_mol=110.2 e_homo_ev=-9.00 smiles=CCS.CS
C -1.677 -2.329 -1.011
S -0.100 -2.237 -1.974
H -1.583 -3.106 -0.263
H -2.473 -2.509 -1.725
H -1.910 -1.366 -0.569
H 0.091 -0.941 -1.700
C 1.610 2.939 1.088
C 1.235 1.456 0.791
S -0.436 1.125 1.578
H 1.968 2.904 2.118
H 2.385 3.369 0.456
H 0.722 3.558 1.050
H 2.078 0.833 1.099
H 1.140 1.201 -0.258
H -0.902 2.329 1.212

In eV, relative to the most stable structure: arrangement w 0.000; arrangement x 0.181.

Arrangement w

64
Properties=species:S:1:pos:R:3 method="wB97M-V/def2-TZVPD" lumo_ev=0.521 charge=0 mol_weight_g_mol=436.6 e_homo_ev=-7.51
C -0.092 2.800 7.141
H -0.317 1.982 7.700
O -0.405 2.762 5.794
C -1.528 2.468 5.188
C -2.547 2.338 5.885
C -3.771 1.833 5.406
C -3.858 1.741 4.062
C -3.048 2.191 3.171
C -1.771 2.418 3.676
C -0.626 2.734 2.763
O -1.120 2.901 1.618
N 0.508 2.451 3.019
C 1.866 2.969 2.305
C 2.763 3.553 2.793
C 3.638 3.638 1.553
N 3.275 2.656 0.697
N 2.185 2.364 1.177
C 1.332 1.345 0.348
C 1.983 0.295 -0.049
C 1.320 -0.804 -0.981
N 0.796 0.103 -2.260
C -0.071 0.907 -1.754
C 0.606 2.029 -0.834
H 0.047 2.732 -0.506
H 1.252 2.650 -1.540
H -0.972 0.789 -1.130
H -0.276 1.715 -2.683
C 0.207 -0.752 -3.247
C -0.796 -1.710 -3.084
H -1.454 -1.158 -2.251
H -1.582 -1.638 -3.998
C -0.604 -2.968 -2.765
C 0.164 -3.752 -3.706
C 1.530 -4.262 -3.816
C 1.686 -4.807 -5.113
C 0.330 -4.586 -5.682
O -0.460 -3.712 -5.044
C 0.208 -4.942 -7.040
H -0.839 -5.376 -7.230
H 0.840 -5.467 -7.717
H 0.054 -3.837 -7.564
H 2.541 -5.608 -5.415
H 2.169 -4.448 -3.011
C -1.727 -3.800 -2.428
H -2.497 -3.367 -1.683
H -1.612 -4.712 -1.976
H -2.388 -3.769 -3.194
H 0.188 -2.947 -1.668
H 1.068 -1.317 -3.622
H 0.147 -0.159 -4.169
H 0.410 -1.096 -0.439
H 1.879 -1.463 -1.391
H 2.848 0.793 -0.558
H 2.603 -0.322 0.832
H 0.523 1.043 1.110
H 4.630 3.870 1.661
H 2.979 4.209 3.583
H 0.817 2.308 4.101
H -3.164 2.105 2.231
H -4.895 1.530 3.919
H -4.687 1.787 6.092
H -2.481 2.116 7.142
H -0.813 3.683 7.465
H 1.005 2.972 7.119

Arrangement x

64
Properties=species:S:1:pos:R:3 method="wB97M-V/def2-TZVPD" lumo_ev=0.750 charge=0 mol_weight_g_mol=436.6 e_homo_ev=-8.66 smiles="Cc1ccc(N(CC(=O)NC2CCCC2)C(=O)CCCC(=O)Nc2ccccn2)cc1C"
C 5.368 1.258 0.251
C 3.912 1.483 -0.011
C 3.504 2.282 -1.070
C 2.166 2.510 -1.329
C 1.201 1.901 -0.537
C 1.598 1.116 0.539
C 2.941 0.908 0.815
C 3.339 0.088 2.002
H 3.918 -0.781 1.691
H 3.959 0.675 2.679
H 2.461 -0.255 2.541
H 0.853 0.668 1.178
N -0.181 2.128 -0.756
C -0.825 2.014 -1.942
O -2.021 2.270 -2.027
C -0.044 1.503 -3.134
H 0.861 0.989 -2.812
C -0.906 0.563 -3.981
C -1.368 -0.657 -3.177
C -0.172 -1.360 -2.560
O 0.719 -1.837 -3.225
N -0.197 -1.376 -1.194
C 0.686 -1.998 -0.317
N 0.248 -2.011 0.938
C 0.990 -2.591 1.862
C 2.207 -3.193 1.589
C 2.666 -3.167 0.279
C 1.904 -2.558 -0.700
H 2.220 -2.521 -1.728
H 3.613 -3.619 0.021
H 2.778 -3.664 2.373
H 0.580 -2.569 2.863
H -0.998 -0.984 -0.714
H -2.083 -0.352 -2.413
H -1.859 -1.360 -3.854
H -1.782 1.101 -4.344
H -0.317 0.226 -4.834
H 0.244 2.360 -3.748
C -0.954 2.555 0.405
H -0.274 2.998 1.133
H -1.678 3.306 0.070
C -1.716 1.404 1.088
O -1.421 1.014 2.198
N -2.702 0.909 0.317
H -2.868 1.390 -0.561
C -3.670 -0.092 0.740
C -4.442 0.314 2.017
H -4.202 1.335 2.310
H -5.515 0.256 1.831
C -4.030 -0.699 3.083
H -4.787 -0.820 3.856
H -3.096 -0.379 3.543
C -3.787 -1.971 2.278
H -4.739 -2.409 1.970
H -3.223 -2.720 2.830
C -3.019 -1.452 1.066
H -1.977 -1.299 1.348
H -3.059 -2.139 0.220
H -4.366 -0.196 -0.097
H 1.875 3.168 -2.132
H 4.248 2.750 -1.698
H 5.600 0.194 0.227
H 5.643 1.632 1.237
H 5.977 1.764 -0.493

In eV, relative to the most stable structure: arrangement w 22.925; arrangement x 0.000.

Arrangement w

16
Properties=species:S:1:pos:R:3 method="wB97M-V/def2-TZVPD" lumo_ev=-5.404 charge=+1 mol_weight_g_mol=110.1 e_homo_ev=-13.59 smiles="C=c1[nH]c(C)n[n+]1=C"
C -0.950 -0.581 0.118
C 1.209 0.179 0.117
C -1.919 -1.483 -0.068
C -1.945 1.682 -0.038
C 2.743 0.152 -0.074
N 0.548 1.290 -0.022
N 0.422 -0.938 0.068
N -1.013 0.824 0.049
H -2.925 -1.341 -0.081
H -1.742 -2.485 -0.172
H -1.659 2.610 -0.409
H -2.844 1.271 0.304
H 3.076 0.829 -0.815
H 3.040 -0.834 -0.257
H 3.192 0.611 0.836
H 0.765 -1.786 0.443

Arrangement x

16
Properties=species:S:1:pos:R:3 method="wB97M-V/def2-TZVPD" lumo_ev=-5.308 charge=+1 mol_weight_g_mol=110.1 e_homo_ev=-14.29
C -3.024 0.512 -0.415
C 0.325 -1.812 0.328
C -0.279 -0.069 -1.025
C 0.431 0.461 0.176
C 1.553 1.505 -0.004
N -3.072 0.262 0.772
N 0.731 -0.777 0.971
N -0.050 -1.389 -0.869
H 0.455 -2.900 0.564
H -3.020 0.551 -1.439
H -0.413 0.913 0.704
H 2.482 1.163 -0.716
H 2.140 1.790 0.917
H 1.220 2.504 -0.352
H 1.060 -0.700 1.939
H -0.539 -2.012 -1.551

In eV, relative to the most stable structure: arrangement w 0.000; arrangement x 1.072.

Arrangement w

20
Properties=species:S:1:pos:R:3 method="wB97M-V/def2-TZVPD" lumo_ev="0.232 / 0.232" charge=0 mol_weight_g_mol=162.2 e_homo_ev="-7.90 / -7.90" smiles="C[C@@H]1CSN(C)[C@H]1[N+](=O)[O-]"
C -1.634 0.649 -0.563
C -1.116 -0.636 0.116
C 0.267 -0.388 0.678
C -1.047 -1.790 -0.884
C 2.253 1.024 -0.328
N 0.879 0.658 -0.533
N 0.344 0.431 1.837
O 1.324 0.310 2.564
O -0.496 1.319 1.923
S -0.280 1.870 -0.607
H -1.963 0.444 -1.581
H -2.438 1.120 -0.002
H -1.795 -0.897 0.936
H 0.946 -1.234 0.718
H -0.713 -2.701 -0.389
H -0.347 -1.543 -1.682
H -2.029 -1.977 -1.319
H 2.513 1.787 -1.061
H 2.467 1.419 0.672
H 2.864 0.136 -0.495

Arrangement x

20
Properties=species:S:1:pos:R:3 method="wB97M-V/def2-TZVPD" lumo_ev=-0.359 charge=0 mol_weight_g_mol=162.2 e_homo_ev=-8.55
C 1.359 -1.642 -0.810
C 0.566 -0.065 1.186
C -0.503 -0.160 -0.610
C 0.382 1.300 1.766
C -0.351 0.888 -1.570
N -0.059 -1.427 -0.891
N -1.768 -0.114 0.080
O -2.352 0.974 0.082
O -2.166 -1.115 0.712
S 2.138 -0.541 0.531
H 1.525 -2.625 -0.508
H 1.804 -1.386 -1.774
H 0.145 -0.801 1.714
H 1.159 2.053 1.702
H 0.292 1.213 2.807
H -0.547 1.912 1.471
H 0.303 0.677 -2.396
H -0.018 1.871 -1.257
H -1.296 1.081 -2.058
H -0.616 -2.094 -0.176

Arrangement y

20
Properties=species:S:1:pos:R:3 method="wB97M-V/def2-TZVPD" lumo_ev="-0.512 / -0.607" charge=0 mol_weight_g_mol=162.2 e_homo_ev="-8.30 / -7.97"
C -0.384 -1.232 0.362
C -1.024 0.092 -0.210
C -0.312 -1.165 1.865
C 0.094 1.238 0.047
C 1.348 1.067 -0.890
N 0.622 1.376 1.335
N -1.265 2.280 2.168
O -1.977 3.115 1.696
O -1.380 1.491 3.066
S 0.649 0.316 2.490
H -1.061 -2.011 0.101
H 0.689 -1.260 0.068
H -1.083 -0.035 -1.257
H -1.949 0.341 0.519
H -1.313 -0.908 2.177
H 0.281 -2.007 2.314
H -0.316 2.261 -0.145
H 2.189 1.208 -0.295
H 1.292 1.857 -1.585
H 1.488 0.003 -1.358

In eV, relative to the most stable structure: arrangement w 0.000; arrangement x 0.871; arrangement y 2.174.